Here is a structure of composition C54H54CdN6OS6Te from the OMol25 dataset. Energies are from ωB97M-V with the def2-TZVPD basis set.

Calculated values
Gap between HOMO and LUMO (eV): 4.782
Highest occupied orbital energy (Eh): -0.04066
M (g mol⁻¹): 1235.5
Net charge: -2
Calculated total energy (eV): -144724.7559
LUMO energy (eV): 3.7
Energy relative to the best compared isomer or geometry (same formula, charge and spin) (eV): 1.117

XYZ file:
```
123
Properties=species:S:1:pos:R:3:forces:R:3
Te 0.328578 2.209108 -1.485467 0.637 1.050 0.218
Cd 0.154865 -0.677650 -0.343970 0.139 0.790 1.611
S 1.983577 0.466197 1.739024 -0.134 -0.219 -0.227
S -1.255102 -2.046095 -2.668009 -0.681 -0.550 0.714
S 2.572513 -2.734013 -1.178715 0.477 -0.035 -0.050
S 0.691543 -3.968096 -2.832367 0.601 -0.706 0.586
S -2.489154 -1.698335 1.894957 -1.728 -1.248 1.642
S -1.376288 0.843618 1.899510 0.508 1.249 0.463
O -1.270083 -2.091498 1.174642 1.368 -0.536 -0.857
N 2.761347 1.861405 4.919182 -0.200 -0.053 -0.064
N -0.978199 -0.702059 -2.058353 -0.702 0.490 -0.966
N 2.234168 -3.494746 -2.552220 0.398 0.295 -0.004
N -0.353318 -3.269125 -1.881562 -0.613 -0.022 0.139
N -1.181791 2.099720 5.422048 0.112 -0.067 -0.236
N 2.073591 -1.394234 -0.888426 0.804 -0.655 0.247
C -2.417757 4.938419 0.442608 0.088 0.156 -0.091
C -0.529358 -2.605771 -5.724618 0.245 -0.580 -0.369
C -2.913125 -2.646003 -2.007301 0.403 0.203 -0.349
C 2.006714 1.556416 4.101401 1.011 0.524 1.218
C 6.459373 -3.025478 -2.454102 0.137 -0.004 -0.027
C 3.152376 -6.045577 1.163859 0.105 0.001 0.028
C -2.048857 1.348505 -5.244192 0.043 -0.068 -0.063
C -2.068133 -1.821313 3.689736 -0.118 0.390 -0.728
C -3.806961 -1.652968 -1.640822 0.248 0.137 -0.054
C -0.724222 1.803515 4.398336 -0.644 0.530 1.451
C 7.130567 -2.319210 -1.468785 0.069 0.028 -0.059
C -5.556228 -3.276454 -1.469241 -0.230 0.007 0.034
C -5.128983 -1.960533 -1.379948 -0.124 -0.049 0.095
C 1.116148 3.543534 0.033209 -0.035 -0.201 -0.273
C 2.390198 -4.029437 0.121337 0.026 0.315 -0.348
C -3.509604 4.121916 0.724134 -0.051 0.027 -0.125
C -3.283201 2.821585 1.466315 0.160 -0.271 0.224
C 1.052226 -5.074864 1.803132 0.055 -0.001 0.081
C -0.200814 -0.185514 -5.167120 -0.171 -0.330 -0.165
C 0.344622 -5.212822 -6.311761 0.007 0.047 0.036
C 1.967227 -7.634488 -1.622431 -0.022 -0.149 -0.157
C -0.277580 -6.057858 -1.224343 -0.132 0.111 -0.198
C -0.206516 1.401195 3.178994 0.806 -0.995 -1.606
C 1.892800 -6.379931 -2.197594 -0.067 -0.037 -0.241
C 1.245381 -4.048766 0.894443 0.017 0.460 -0.074
C -3.342768 -3.958097 -2.104073 0.058 -0.082 -0.053
C -4.662883 -4.275823 -1.822826 -0.098 -0.161 0.026
C 1.150903 1.181858 3.048017 -1.103 -0.387 -1.138
C -2.392232 -0.972401 -5.736052 0.172 -0.171 -0.104
C 2.004157 -6.072349 1.938825 0.008 -0.037 0.083
C 2.079896 2.569602 -2.737865 -0.265 -0.199 0.275
C -1.343618 -3.716641 -5.482566 -0.006 0.203 -0.154
C 0.749675 -2.842666 -6.232456 -0.277 0.240 0.081
C 0.907105 -8.115704 -0.867181 -0.025 -0.117 0.005
C 4.397371 -2.677178 -1.290698 -0.307 -0.082 -0.292
C -0.703961 1.093045 -5.029585 -0.066 0.218 -0.118
C 1.171821 -4.124911 -6.525346 0.182 -0.225 -0.069
C -3.463882 -3.292563 1.921059 0.467 0.802 -0.228
C -1.038484 -1.245583 -5.521648 -0.189 0.673 -0.183
C -4.770830 4.581923 0.365390 -0.067 -0.047 -0.049
C -2.576151 6.153854 -0.193501 0.009 0.123 0.049
C -4.933424 5.801980 -0.269749 -0.179 0.185 -0.058
C -3.837873 6.595399 -0.555412 -0.050 0.219 -0.074
C 5.062356 -1.955342 -0.312102 -0.351 -0.071 0.098
C 3.337912 -5.028610 0.242318 0.249 0.019 0.088
C -1.897577 2.308119 1.064184 -0.101 -0.601 -0.227
C 0.768150 -5.599794 -2.001833 -0.149 0.208 -0.345
C -4.382080 1.781779 1.173767 0.043 0.242 0.097
C 6.431729 -1.782286 -0.396399 0.090 -0.043 -0.032
C -2.891690 0.306033 -5.596206 -0.084 0.139 0.054
C -0.913899 -4.995487 -5.771009 -0.076 -0.190 -0.134
C 5.090524 -3.210659 -2.363273 -0.266 -0.161 0.020
C -0.212438 -7.322784 -0.668474 0.012 -0.213 -0.026
C -3.324342 3.178109 2.960044 -0.067 -0.077 -0.075
H 6.955665 -1.217940 0.361911 -0.012 0.023 0.078
H -5.831768 -1.178800 -1.122422 -0.002 0.052 0.071
H 0.675692 -6.211530 -6.566070 0.002 -0.029 0.057
H -5.009893 -5.301021 -1.886129 0.050 -0.041 -0.017
H 2.851391 -8.238607 -1.776761 0.052 -0.063 0.048
H 7.000892 -3.425182 -3.301691 0.033 -0.045 -0.013
H -3.966295 7.556504 -1.039752 -0.013 -0.005 -0.049
H 2.982974 2.220707 -2.248016 0.025 -0.101 0.163
H -4.310704 -3.189909 2.591716 -0.145 0.039 0.082
H 1.004204 4.583853 -0.254446 -0.056 0.120 -0.169
H 2.153966 -4.277240 -6.947929 0.152 0.003 -0.004
H -1.570428 -5.834571 -5.591826 -0.083 -0.083 0.093
H -1.438791 4.581588 0.721927 0.056 -0.070 0.031
H 1.853317 -6.878578 2.645265 -0.026 -0.017 0.047
H -1.047479 -7.688527 -0.087171 -0.012 -0.034 0.131
H 0.842739 -0.381132 -4.979538 0.172 0.006 0.138
H 2.160635 3.306867 0.195591 0.198 -0.113 -0.070
H -3.171316 2.290307 3.566597 -0.006 -0.131 0.078
H -2.324352 -3.560977 -5.058224 -0.078 -0.034 0.094
H 0.512959 -3.264267 0.766563 -0.134 -0.075 0.117
H -6.593474 -3.517508 -1.275546 -0.052 -0.056 0.029
H -1.485143 -0.945279 3.951539 0.032 0.096 0.008
H -3.433971 -0.638938 -1.590275 0.090 0.186 0.026
H -5.372034 2.108010 1.497895 -0.225 0.009 0.005
H -1.710103 6.768925 -0.394623 0.106 0.048 -0.052
H 1.413482 -2.013612 -6.430144 0.007 0.108 -0.010
H -0.046349 1.905781 -4.758872 0.042 0.040 0.103
H -1.481952 -2.717527 3.856725 0.035 -0.243 -0.129
H 4.539063 -3.771313 -3.102546 -0.036 0.024 -0.140
H -3.943724 0.496585 -5.765682 -0.039 -0.015 -0.008
H 0.956886 -9.105766 -0.429283 0.013 0.008 0.017
H -5.926652 6.144397 -0.535306 -0.056 -0.022 -0.025
H 8.200656 -2.180740 -1.545758 0.065 0.040 0.020
H -5.648323 3.989349 0.576750 -0.058 -0.107 0.023
H 2.697824 -5.966783 -2.788986 0.137 -0.083 0.006
H -4.403012 1.549649 0.109940 -0.065 0.008 -0.131
H 1.960232 2.022412 -3.665805 -0.047 -0.112 -0.152
H -2.536699 3.887208 3.207898 0.063 0.052 -0.001
H -4.148854 0.862426 1.709374 0.067 -0.045 0.065
H 2.174155 3.630015 -2.955594 -0.121 0.094 0.026
H -1.119809 -5.406103 -1.049032 -0.064 0.086 0.032
H 0.569345 3.355474 0.949926 -0.231 -0.157 -0.010
H -2.807905 -4.098569 2.228096 0.157 -0.130 0.100
H -2.442317 2.348505 -5.148848 0.007 0.129 0.110
H -3.051312 -1.772439 -6.045846 -0.047 -0.030 0.021
H -1.946233 2.017728 -0.000996 0.098 0.088 0.179
H 4.482887 -1.543432 0.499857 -0.048 0.215 0.148
H -3.797094 -3.453559 0.901569 -0.096 -0.036 -0.166
H -2.989202 -1.836484 4.261557 -0.172 0.011 0.095
H 3.901339 -6.821779 1.273829 -0.021 0.004 -0.042
H 4.220897 -5.006010 -0.380951 0.069 -0.081 -0.016
H -2.643564 -4.726316 -2.404523 0.052 -0.080 -0.056
H -4.287755 3.616701 3.228456 -0.113 0.056 0.023
H 0.155663 -5.098915 2.406254 -0.099 0.047 0.018
```
Positions in Å, forces in eV/Å.

Here is an isolated molecule of C8H10S2 from the OMol25 dataset. Energies are from ωB97M-V with the def2-TZVPD basis set.

Calculated values
Gap between HOMO and LUMO (alpha / beta) (eV): 8.502 / 5.150
Highest occupied orbital energy (alpha / beta) (Eh): -0.32881 / -0.26398
M (g mol⁻¹): 170.3
Calculated total energy (eV): -30122.9684
LUMO energy (alpha / beta) (eV): -0.4 / -2.0
Energy relative to the best compared isomer or geometry (same formula, charge and spin) (eV): 4.077

XYZ file:
```
20
Properties=species:S:1:pos:R:3:forces:R:3
S -0.824501 -1.760065 1.821903 -0.310 0.438 0.238
S -1.009326 0.834509 -1.634999 0.253 -0.202 -0.023
C -0.379736 -0.430669 -0.539213 0.513 0.469 -2.721
C -1.538625 0.816356 1.397339 -0.360 0.727 0.154
C -1.195360 -0.428574 0.631865 -2.074 -1.843 2.277
C 0.483148 -1.494312 -0.899613 0.374 -0.021 -0.492
C 0.826705 1.632993 0.901331 -1.418 -1.462 2.081
C 0.813180 -1.881941 -2.160907 -3.018 3.843 -0.320
C -0.584712 1.729118 1.481699 1.734 1.049 -0.246
C 1.681051 0.571654 1.052422 1.653 4.694 -3.006
H -2.587480 0.999801 1.776566 1.444 -0.498 -0.483
H 1.443138 -2.617258 -2.406500 2.359 -2.781 -0.464
H 0.932776 -2.028801 -0.060349 -0.320 -0.020 -0.265
H 0.370915 -1.350797 -3.057483 0.515 -0.653 1.185
H -0.689363 2.760561 1.862144 -0.667 -0.737 0.140
H -0.761497 0.324784 -2.853118 0.164 -0.161 0.226
H 1.568251 -0.401328 1.435273 -0.574 -0.708 0.760
H -2.184212 -0.739634 0.253345 -0.047 -0.352 0.033
H 2.680437 0.819305 0.504520 -1.563 -0.977 1.211
H 0.955209 2.644298 0.493775 1.342 -0.804 -0.286
```
Positions in Å, forces in eV/Å.

Here is a cluster of 12 separate species, H24O12 in total from the OMol25 dataset. Energies are from ωB97M-V with the def2-TZVPD basis set.

Calculated values
Structure (SMILES): O.O.O.O.O.O.O.O.O.O.O.O
Gap between HOMO and LUMO (eV): 10.300
Highest occupied orbital energy (Eh): -0.38454
M (g mol⁻¹): 216.2
Calculated total energy (eV): -24959.5866
LUMO energy (eV): -0.2
Energy relative to the best compared isomer or geometry (same formula, charge and spin) (eV): 2.108

XYZ file:
```
36
Properties=species:S:1:pos:R:3:forces:R:3
O 2.333456 1.119616 3.329848 0.222 -0.690 -0.038
O -1.605964 -2.721065 2.236796 1.383 -1.346 -1.666
O -0.852174 0.620056 -3.860671 -0.549 -0.259 0.472
O 1.904227 1.769098 0.840226 -1.479 0.757 -1.364
O 2.159276 -2.334714 -1.780868 0.323 0.012 -0.471
O 0.861739 -0.100186 -0.570651 0.835 0.851 -1.013
O 2.292896 -1.936967 1.035333 -0.251 -0.262 -0.442
O -3.256873 -1.286845 -0.089782 0.267 -1.156 -1.033
O -0.729573 -3.298634 -1.043571 -0.398 0.846 -0.086
O -2.756683 1.668576 -1.467341 0.085 0.779 -0.488
O -0.346405 2.871952 -0.690517 -0.143 0.359 0.098
O 0.221386 3.600537 2.295258 -0.494 -0.786 0.017
H 0.168234 2.126194 -1.003251 0.049 -0.122 -0.344
H -0.436474 3.440583 1.611466 -0.179 0.786 -0.733
H -0.059766 -0.255455 -0.718133 -0.657 -0.733 0.578
H -1.162949 -2.397460 3.009591 -0.814 0.687 0.585
H -3.627865 -1.837287 -0.813974 -0.245 0.712 0.487
H -0.076588 1.068106 -4.189938 0.199 0.352 -0.026
H -2.508304 -1.877954 0.112673 0.248 0.432 0.345
H 2.715432 -2.456459 0.316980 -0.253 0.738 0.483
H -1.351998 1.245689 -3.310352 0.257 -0.076 -0.291
H 1.315447 -0.564203 0.160330 -0.737 -0.759 -0.020
H 2.929151 -1.320868 1.403068 0.415 -0.115 0.092
H 1.869753 -1.454936 -2.057615 -0.053 0.068 0.332
H 2.264443 1.221137 2.343949 -0.301 0.592 1.036
H 1.497806 2.655517 0.873933 0.837 0.268 0.762
H 2.739851 -2.620430 -2.497569 -0.125 -0.152 0.140
H -2.829576 0.738127 -1.247526 -0.531 -0.299 0.343
H 1.169786 1.388647 0.292113 1.318 -0.651 0.619
H -2.505312 -2.544630 2.007063 -0.667 0.720 1.139
H -0.019657 -2.762748 -0.683510 0.776 -0.484 0.641
H -1.230974 2.746087 -1.068235 0.099 -0.211 0.171
H -3.628718 2.092738 -1.503023 0.308 -0.628 0.103
H 0.152030 2.708542 2.662029 0.563 0.059 0.633
H -1.050365 -2.625229 -1.651779 -0.448 -0.358 -0.647
H 1.891412 1.841626 3.784948 0.140 0.068 -0.415
```
Positions in Å, forces in eV/Å.

Here is an isolated molecule of C4H9NOS from the OMol25 dataset. Energies are from ωB97M-V with the def2-TZVPD basis set.

Calculated values
Structure (SMILES): N[C@@H](C=O)CCS
Gap between HOMO and LUMO (eV): 9.913
Highest occupied orbital energy (Eh): -0.33284
M (g mol⁻¹): 119.2
Calculated total energy (eV): -18664.9439
LUMO energy (eV): 0.9
Energy relative to the best compared isomer or geometry (same formula, charge and spin) (eV): 2.583

XYZ file:
```
16
Properties=species:S:1:pos:R:3:forces:R:3
S -0.573415 3.050678 1.011854 -1.612 -0.670 -0.127
O 0.681515 -2.440973 -1.931676 -0.901 0.972 0.650
N -1.260684 -1.212103 -0.292958 0.917 0.522 -2.228
C 1.013484 -1.627826 -1.097274 1.692 -1.465 -0.336
C 0.383369 0.579012 -0.161542 2.637 1.219 0.713
C 0.171245 -0.905045 -0.036660 -2.171 -1.634 -2.306
C -0.342504 1.224980 1.069918 0.518 0.130 -2.905
H -1.650132 -1.392374 -1.242684 1.208 0.159 1.271
H 0.578357 3.666388 1.130972 1.147 -0.336 0.112
H 0.457043 -1.369332 0.910222 0.141 0.379 0.157
H 2.139345 -1.514052 -1.048010 -0.697 0.713 0.426
H -0.097858 0.939224 -1.095272 0.497 -0.202 0.498
H 1.528161 0.754614 -0.200322 -1.706 0.123 0.022
H 0.156714 0.878064 1.986783 -1.037 -0.091 -0.153
H -1.299317 0.809158 0.588180 0.208 0.747 2.605
H -1.885318 -1.440407 0.408468 -0.841 -0.565 1.602
```
Positions in Å, forces in eV/Å.

Here is a structure of composition Cl3O12Tl from the OMol25 dataset. Energies are from ωB97M-V with the def2-TZVPD basis set.

Calculated values
Gap between HOMO and LUMO (eV): 2.613
Highest occupied orbital energy (Eh): -0.34030
M (g mol⁻¹): 502.7
Calculated total energy (eV): -66798.2732
LUMO energy (eV): -6.6
Energy relative to the best compared isomer or geometry (same formula, charge and spin) (eV): 0.206

XYZ file:
```
16
Properties=species:S:1:pos:R:3:forces:R:3
Tl 13.233647 -0.016059 12.219630 0.521 0.474 0.469
Cl 14.447056 0.457824 19.303444 -3.109 2.357 -0.169
Cl 16.002937 1.482491 15.056803 -0.401 -1.586 -0.079
Cl 15.344135 4.446034 13.204174 -1.831 0.995 -3.815
O 14.843451 -0.529949 18.381480 1.162 -0.206 -0.274
O 16.020039 4.434976 14.470519 1.321 -0.140 1.752
O 14.566189 3.244711 13.104954 -0.530 0.600 0.138
O 15.338919 1.076983 13.836101 -0.091 -0.750 0.048
O 15.458429 1.018842 20.155857 0.431 -1.256 0.354
O 15.092718 2.016028 15.986961 -0.338 0.314 0.215
O 16.725587 0.364190 15.587869 0.041 0.593 -0.145
O 14.042421 1.734340 18.624763 0.513 -0.570 -0.734
O 14.526426 5.638811 13.247297 0.120 -0.713 0.625
O 16.994405 2.495540 14.700058 0.626 0.452 0.010
O 13.230805 0.039600 19.950159 1.071 -0.296 0.653
O 16.189036 4.543150 12.056426 0.495 -0.269 0.952
```
Positions in Å, forces in eV/Å.

Here is an isolated molecule of C5H8 from the OMol25 dataset. Energies are from ωB97M-V with the def2-TZVPD basis set.

Calculated values
Structure (SMILES): CC#CCC
Gap between HOMO and LUMO (eV): 10.450
Highest occupied orbital energy (Eh): -0.34412
M (g mol⁻¹): 68.1
Calculated total energy (eV): -5313.1236
LUMO energy (eV): 1.1
Energy relative to the best compared isomer or geometry (same formula, charge and spin) (eV): 1.043

XYZ file:
```
13
Properties=species:S:1:pos:R:3:forces:R:3
C -0.407965 -0.164443 0.185113 -0.130 -0.239 -0.420
C -1.179600 -1.348523 -2.078282 -0.019 -0.036 -0.072
C 0.071508 0.489048 1.407328 -0.024 -0.008 0.063
C 1.409967 1.201727 1.189814 0.080 0.058 -0.003
C -0.749476 -0.701650 -0.838460 0.119 0.239 0.430
H -2.099516 -1.920734 -1.918751 0.131 0.099 -0.040
H 2.171967 0.497730 0.841887 -0.112 0.092 0.064
H 0.174896 -0.263504 2.198559 -0.017 0.095 -0.111
H -1.367659 -0.604010 -2.859283 0.009 -0.128 0.121
H -0.412983 -2.038029 -2.446645 -0.106 0.103 0.062
H 1.756634 1.657208 2.122628 -0.031 -0.049 -0.127
H 1.310959 1.988031 0.435220 0.010 -0.110 0.111
H -0.678732 1.207148 1.760871 0.088 -0.114 -0.078
```
Positions in Å, forces in eV/Å.